Record 1
{"formula": "C30H75N9O6", "method": "ωB97M-V/def2-TZVPD", "species": ["H", "H", "H", "H", "H", "H", "H", "C", "H", "H", "H", "C", "N", "H", "H", "H", "H", "H", "H", "C", "H", "H", "O", "H", "H", "H", "C", "C", "H", "H", "N", "H", "H", "C", "C", "C", "H", "H", "C", "H", "O", "H", "H", "H", "H", "H", "O", "H", "H", "C", "N", "H", "H", "H", "H", "C", "H", "C", "H", "H", "H", "H", "O", "C", "C", "O", "N", "H", "C", "H", "N", "N", "C", "H", "C", "H", "O", "H", "C", "H", "C", "H", "H", "H", "H", "C", "H", "H", "C", "C", "C", "H", "H", "H", "H", "H", "H", "H", "H", "H", "C", "C", "N", "H", "H", "C", "H", "C", "H", "C", "N", "H", "N", "H", "C", "H", "H", "C", "H", "H"], "positions_angstrom": [[1.5037, -6.3101, -1.3422], [-5.3422, 2.5762, -1.3371], [4.1779, 0.6458, 5.6812], [-1.3932, -2.4814, -2.0669], [-6.2829, -3.9881, -3.7463], [1.0622, 1.1105, -0.6859], [-2.6204, -6.3547, -0.9507], [1.4021, 1.1224, -2.6384], [4.1500, -5.0825, -0.5502], [3.5812, 3.7764, 5.2957], [3.0573, 2.8703, 2.8338], [-6.4410, -2.4898, -2.4338], [2.2418, 3.1020, 2.2390], [-6.1820, -0.5339, -1.6849], [1.6212, -5.6685, 1.0453], [-3.2621, -5.6674, 0.5020], [-3.7412, 1.8430, -1.6187], [-2.0628, 4.5338, -1.0474], [1.1251, -4.0357, 1.4520], [-6.1576, 4.8797, -1.6038], [-1.8078, 2.7294, -3.5148], [-3.8531, -5.0473, -1.0688], [0.5833, 0.2102, -2.8667], [4.8936, -0.7224, 3.4426], [1.2070, 4.3916, -0.5459], [6.1495, -0.0585, 2.4886], [-5.6945, -1.4914, -1.5648], [-1.4542, -1.5585, -5.2757], [-0.4188, -1.3422, -2.9178], [2.8825, -2.5304, -1.3084], [4.2429, 2.1248, 4.2494], [-4.6925, 3.2310, 0.8629], [0.2882, 3.5672, 0.7498], [3.4479, 1.1668, 5.0482], [2.1630, 1.7711, -3.7537], [3.0195, -4.5485, 2.2346], [1.5458, 2.4966, -4.2871], [6.2238, 4.0645, 3.8363], [1.9707, -4.6426, 1.1256], [-1.5015, -0.2371, 2.6926], [-2.9496, -2.8132, -3.9090], [-0.6417, -0.8425, -5.1413], [-4.6029, 5.6024, -2.7700], [-4.6131, -1.5183, -1.7023], [1.4933, -2.0260, 1.3240], [2.9852, -6.8535, -2.0096], [-2.1412, -3.1837, -0.4606], [3.0776, 2.2753, -3.4337], [4.6381, 4.7268, 3.3886], [1.6646, -1.7513, 0.2902], [1.5992, 1.6115, -1.3807], [2.4755, 1.0635, -4.5216], [6.1284, 1.2053, 4.4765], [-6.6792, 5.8005, -1.3644], [5.1331, 3.1265, 5.9486], [2.4675, 0.3006, 4.3106], [0.4996, 5.2853, 0.8578], [-1.2254, 0.6429, 0.8262], [2.1330, -0.5304, 4.9371], [-2.9774, 0.6228, 2.2077], [3.2771, -3.5190, 2.4928], [2.8620, 1.7726, 5.7456], [-7.6831, -2.4106, -2.5070], [2.1683, 4.2230, 1.4631], [5.1552, 0.1834, 2.8999], [-0.1374, 1.2241, 0.6465], [-5.7280, -3.3637, -3.1890], [1.5418, 0.7887, 3.9938], [-1.8525, -2.2415, -4.0091], [-2.9130, 3.1213, 0.5307], [-0.5975, -4.8999, -0.4449], [2.3641, -4.1286, -0.1577], [-2.4607, 4.1716, -2.0137], [5.9857, 2.1331, 3.1003], [2.7491, -2.7220, -0.2460], [2.5999, -4.9650, 3.1540], [3.0344, 5.1161, 1.5564], [2.3795, 2.1999, -1.1658], [-4.2766, 2.6905, -1.1838], [3.2837, -4.6311, -2.0261], [-4.6621, 5.0644, -1.8112], [-0.5089, 3.3073, -2.5265], [2.8210, -0.0909, 3.3558], [0.7823, -1.7321, -0.3570], [-2.4191, -0.8106, 0.0065], [2.5601, -6.4100, -1.1053], [-1.6940, 2.1758, -1.8602], [-1.1907, -2.2384, -6.0836], [5.2553, 4.3827, 4.2207], [-1.5666, 3.0545, -2.4969], [3.1516, -4.9938, -1.0111], [-2.4316, 5.0259, -2.7004], [1.4566, 2.4835, 2.3972], [-4.2422, 5.7946, -1.0975], [-2.2780, -0.9487, -5.6536], [2.8930, -6.9983, -0.2599], [2.0534, -0.7387, 0.1559], [-4.7188, -3.3792, -3.2130], [-5.8544, -1.8476, -0.5394], [3.6037, -2.4999, 0.4122], [0.9911, 4.3730, 0.5125], [-2.9937, -5.4164, -0.5294], [-0.9770, -2.2144, -2.9560], [5.4041, 5.2463, 4.8739], [-4.0302, 1.6989, 0.6769], [4.5309, 3.3013, 5.0412], [3.9243, -5.0958, 1.9648], [-1.8887, 0.6428, 2.1759], [-6.5873, 4.4267, -2.5031], [-1.8552, -4.3984, -0.4784], [-3.8748, 3.8573, -1.9688], [-6.4070, 4.1414, -0.8355], [-1.8372, -0.0109, -0.2009], [4.5917, 0.2666, 1.9690], [5.3817, 1.4396, 3.6908], [-0.5317, -5.8347, -0.0883], [0.2254, -4.3061, -0.5492], [-3.8948, 2.7189, 0.3103], [-1.3502, 0.0580, -1.0800], [-1.6815, 1.5956, 2.6574]], "forces_ev_per_a": [[-0.24, -0.43, 0.61], [-0.04, -0.42, 0.15], [-0.27, -0.62, -0.03], [-0.01, -0.10, -0.10], [0.14, -0.09, -0.15], [-0.03, 0.52, 0.68], [-0.24, 0.13, -0.22], [-0.40, -0.31, 0.41], [0.27, -0.07, -0.44], [-0.05, -0.37, 0.37], [-0.34, 0.57, -0.26], [-1.56, 0.79, -0.83], [-0.06, -0.36, 0.11], [0.23, 0.24, -0.03], [0.00, -0.03, -0.15], [-0.23, 0.22, -0.06], [-0.37, -0.10, -0.14], [-0.16, 0.04, 0.03], [-0.23, -0.22, 0.07], [-0.13, -1.19, 0.02], [-0.24, 0.10, 0.09], [-0.05, 0.20, -0.07], [0.72, 1.05, 0.41], [-0.38, 0.25, 0.21], [0.32, 0.12, -0.04], [-0.03, -0.01, 0.23], [0.05, -1.34, 0.45], [0.20, 1.06, -0.52], [-0.02, -0.95, -0.04], [0.60, 0.21, 0.12], [-1.28, -0.97, -0.12], [0.46, 0.55, 0.05], [0.03, 0.00, -0.51], [0.21, 1.33, 0.60], [0.64, 0.23, -0.62], [-0.04, -0.20, 0.19], [-0.16, 0.05, 0.26], [0.03, 0.04, 0.10], [0.33, 0.81, 0.78], [0.05, 0.29, 0.43], [1.03, 0.28, -0.32], [0.22, -0.28, 0.18], [0.26, 0.02, 0.09], [-0.05, 0.34, -0.32], [-0.49, 0.54, 0.18], [0.12, -0.22, 0.17], [0.82, -1.22, -0.17], [-0.19, 0.09, 0.21], [0.03, -0.15, -0.07], [0.69, -0.31, -1.29], [-0.15, -1.13, -1.91], [-0.22, -0.31, 0.22], [-0.32, -0.27, 0.33], [0.12, 0.17, -0.11], [-0.25, -0.40, 0.04], [-0.64, -0.76, -0.89], [0.08, 0.20, -0.51], [0.57, 0.25, -0.94], [0.20, -0.05, -0.03], [0.02, -0.50, -0.56], [0.09, 0.03, -0.27], [0.06, -0.03, 0.06], [1.74, -0.48, 0.25], [1.72, 1.16, 0.25], [1.39, -0.71, -1.21], [-1.39, -0.49, 0.68], [-0.42, 0.19, 0.80], [0.08, 0.54, 0.42], [-1.26, -0.85, 0.92], [0.11, -0.03, 0.01], [-1.01, 0.50, -0.16], [-0.99, 0.47, -1.44], [-0.04, 0.59, -0.19], [-0.50, 0.08, -0.38], [-1.12, 0.11, 0.92], [0.13, -0.19, -0.06], [-1.11, -1.37, -0.39], [0.04, 0.12, 0.14], [1.47, 0.49, -0.04], [-0.23, 0.62, 0.10], [-0.27, 0.94, -0.63], [0.02, 0.26, 0.34], [0.26, -0.20, 0.33], [-0.27, -0.49, 0.44], [-0.08, 0.05, -0.30], [0.87, 0.86, -1.15], [0.26, 0.06, 0.02], [0.02, -0.28, 0.21], [-0.19, 0.09, 0.21], [-0.25, -0.72, -0.49], [0.54, -0.99, 1.14], [0.44, -0.04, 0.07], [-0.01, 0.19, -0.67], [-0.02, -0.39, 0.38], [-0.23, -0.30, 0.16], [-0.70, -0.33, 0.18], [0.15, -0.04, 0.62], [0.04, 0.12, -0.18], [-0.10, 0.27, -0.01], [0.54, -0.12, -0.70], [-0.76, -0.47, 1.83], [1.20, -0.57, 0.62], [0.08, 1.33, -0.53], [0.16, -0.04, -0.06], [0.53, -0.05, 0.00], [0.73, 1.23, -0.93], [0.06, 0.05, 0.16], [-0.26, 0.12, 0.03], [-0.05, 0.30, -0.08], [-1.18, 1.18, 0.06], [-0.36, -0.47, 0.15], [0.12, 0.37, 0.30], [0.31, 0.48, 0.97], [-0.59, 0.26, 0.35], [1.37, 0.75, 0.45], [0.44, -0.17, -0.31], [0.01, -0.20, 0.30], [-1.91, -0.40, -0.08], [0.08, -0.45, -0.22], [0.65, -0.23, 0.28]], "homo_energy_ev": -7.99, "spin_multiplicity": 1, "smiles": "CCN(CC)CC.CCN(CC)CC.CCN(CC)CC.CC(N)=O.CC(N)=O.CC(N)=O.CC(N)=O.CC(N)=O.CC(N)=O", "e_above_lowest_kj_mol": 0.0, "e_tot_ha": -2132.38735}


Record 2
{"formula": "C4H9N", "method": "ωB97M-V/def2-TZVPD", "species": ["C", "H", "H", "N", "C", "C", "H", "C", "H", "H", "H", "H", "H", "H"], "positions_angstrom": [[-0.5340, -0.5243, -1.0775], [-2.7516, -0.0427, -0.7862], [-1.4016, -0.8741, 0.7891], [0.4990, -0.2839, -0.1984], [-1.4442, 0.3929, 0.8558], [-1.8224, -0.3716, -0.3126], [-0.4135, -1.4764, -1.5942], [-0.0181, 0.7979, 0.6439], [0.0150, 1.8039, 0.1564], [0.5365, 0.8457, 1.5779], [5.2146, -0.6659, 0.0399], [-0.5659, 0.2987, -1.8218], [4.9025, -1.0010, 0.6193], [-2.2164, 1.1007, 1.1085]], "forces_ev_per_a": [[0.97, -1.43, 0.32], [-0.60, -1.18, 0.44], [-0.32, -0.81, 1.71], [0.29, 0.02, 0.85], [0.18, 0.64, -3.40], [0.21, 3.45, -1.59], [-0.10, 0.06, -0.29], [0.71, -0.61, 0.49], [-0.23, 0.05, 0.07], [0.13, 0.25, 0.01], [0.05, 0.04, -0.07], [-0.84, 0.24, -0.26], [-0.05, -0.04, 0.07], [-0.40, -0.68, 1.64]], "homo_energy_ev": -6.87, "spin_multiplicity": 1, "e_above_lowest_kj_mol": 691.3, "e_tot_ha": -212.28788}


Record 3
{"formula": "C5H8BF2N3O5", "method": "ωB97M-V/def2-TZVPD", "species": ["H", "C", "H", "N", "N", "B", "H", "H", "F", "O", "O", "F", "C", "N", "O", "O", "H", "H", "C", "C", "O", "H", "C", "H"], "positions_angstrom": [[1.9041, 1.2528, -1.7046], [-1.1496, 1.2275, -0.6729], [0.1153, 4.2849, -3.2508], [0.3347, 3.2525, -3.1382], [1.2299, 1.7968, -1.1201], [-0.5141, -3.3698, 2.6642], [-2.9615, 0.3678, -0.4529], [0.5435, 1.0675, 0.8468], [-0.8501, -4.7712, 2.8620], [-2.2732, 0.7930, 0.1710], [1.6293, -2.3787, 0.1580], [-1.6166, -2.5248, 3.0959], [1.0572, -2.6810, 1.1928], [-0.9149, 2.7391, -0.8654], [0.7031, -3.0323, 3.4101], [2.7469, -2.2730, 2.8060], [0.6268, -0.3137, -0.6190], [0.6079, 2.6485, -3.9510], [1.6159, -2.6282, 2.5163], [0.3875, 0.8002, -0.2961], [-0.2079, -3.1185, 1.2518], [-1.4933, 0.9248, -1.7750], [0.2393, 2.6912, -1.8885], [-1.7600, 3.2446, -1.2404]], "forces_ev_per_a": [[-0.51, 1.01, 0.40], [-0.82, -1.27, -1.92], [0.02, -2.11, -0.07], [-0.07, 0.15, 1.63], [-3.79, 0.55, -3.85], [-2.57, -1.24, 1.51], [1.77, 1.00, 1.53], [-0.23, -0.97, -2.41], [0.38, 1.88, -0.31], [1.32, 0.69, -2.39], [-0.43, 0.11, 0.71], [1.32, -1.01, -0.62], [-1.92, -0.40, -3.85], [1.59, 0.82, -3.31], [0.86, 0.45, -1.01], [-1.28, -0.28, -0.65], [-0.34, 2.32, 1.09], [0.15, 1.18, 1.32], [2.12, 0.17, 4.43], [-1.30, -0.02, 0.91], [1.43, 0.64, -0.41], [1.22, -0.16, 2.21], [-0.18, -2.72, 4.73], [1.23, -0.78, 0.36]], "homo_energy_ev": -9.17, "spin_multiplicity": 1, "e_above_lowest_kj_mol": 372.6, "e_tot_ha": -960.43262}